No. 1
# C4HF3

An isolated molecule of C4HF3 (ωB97M-V with the def2-TZVPD basis set, OMol25).

Output
- lowest unoccupied orbital energy (eV) = -2.87
- electronic energy (eV) = -12311.1524
- Kohn-Sham gap (hartree) = 0.2992
- charge = 0

Structure (XYZ):
```
8
C4HF3 ωB97M-V with the def2-TZVPD basis set
F 1.9697 0.8249 -0.5029
F 0.4624 1.2373 1.1502
F -0.1571 1.4016 -0.9707
C -2.5431 -1.1014 0.0899
C -1.2546 -0.9018 0.2009
C 0.1234 -0.6644 0.0201
C 0.5746 0.6926 -0.1291
H 0.8247 -1.4887 0.1414
```

Results of the Löwdin charge analysis, in e, for atoms 1 through 6: atom 1 (F): 0.056, atom 2 (F): 0.106, atom 3 (F): 0.178, atom 4 (C): 0.145, atom 5 (C): -0.133, atom 6 (C): 0.067

No. 2
# C4HN2S2

The ion C4HN2S2 with charge -1 (ωB97M-V with the def2-TZVPD basis set, OMol25).

Output
- lowest unoccupied orbital energy (eV) = 3.05
- electronic energy (eV) = -28815.7458
- SMILES = N#Cc1scnc1[S-]
- Kohn-Sham gap (hartree) = 0.2328
- charge = -1

Structure (XYZ):
```
9
C4HN2S2 ωB97M-V with the def2-TZVPD basis set
S -1.0141 1.3602 0.0008
S 1.4158 -2.2071 -0.0060
N 2.7548 1.7226 -0.1505
N -1.0295 -1.2398 -0.0701
C 0.3507 -0.9666 0.0217
C 0.4627 0.4555 0.1076
C -1.7876 -0.2206 -0.0086
C 1.7446 1.2129 0.0556
H -2.8974 -0.1171 0.0494
```

Results of the Löwdin charge analysis, in e, for atoms 1 through 6: atom 1 (S): 0.899, atom 2 (S): 0.439, atom 3 (N): 0.086, atom 4 (N): -0.054, atom 5 (C): -0.998, atom 6 (C): -0.608

No. 3
# C4HN3O

An isolated molecule of C4HN3O (ωB97M-V with the def2-TZVPD basis set, OMol25).

Output
- lowest unoccupied orbital energy (eV) = -2.57
- electronic energy (eV) = -10677.6118
- SMILES = N#CC1=NN=CC1=O
- Kohn-Sham gap (hartree) = 0.3114
- charge = 0

Structure (XYZ):
```
9
C4HN3O ωB97M-V with the def2-TZVPD basis set
O -0.2719 1.9546 -0.1894
N 3.2973 -0.1001 0.1530
N 0.2525 -1.3785 -0.1597
N -1.2733 -1.3387 -0.0965
C 0.6940 -0.1464 -0.1313
C 2.1156 -0.0089 -0.1331
C -0.5046 0.8148 0.1081
C -1.6827 -0.0917 0.1729
H -2.6269 0.2950 0.2760
```

Results of the Löwdin charge analysis, in e, for atoms 1 through 6: atom 1 (O): 0.159, atom 2 (N): 0.174, atom 3 (N): 0.124, atom 4 (N): 0.103, atom 5 (C): -0.225, atom 6 (C): -0.109

No. 4
# C4HNO

An isolated molecule of C4HNO (ωB97M-V with the def2-TZVPD basis set, OMol25).

Output
- lowest unoccupied orbital energy (eV) = -1.13
- electronic energy (eV) = -7698.4113
- SMILES = N#CC#CC=O
- Kohn-Sham gap (hartree) = 0.3705
- charge = 0

Structure (XYZ):
```
7
C4HNO ωB97M-V with the def2-TZVPD basis set
O -2.4188 -0.7886 -0.0055
N 3.4123 -0.4107 -0.0082
C -0.2956 -0.0030 0.1688
C 0.9006 -0.0477 0.0445
C -1.7509 0.1898 0.0077
C 2.2527 -0.1817 0.0017
H -2.1003 1.2419 -0.2091
```

Results of the Löwdin charge analysis, in e, for atoms 1 through 6: atom 1 (O): 0.097, atom 2 (N): 0.175, atom 3 (C): 0.083, atom 4 (C): -0.018, atom 5 (C): -0.262, atom 6 (C): -0.214

No. 5
# C4HNO2

A structure of composition C4HNO2 (ωB97M-V with the def2-TZVPD basis set, OMol25).

Output
- lowest unoccupied orbital energy (eV) = -2.03
- electronic energy (eV) = -9740.7586
- Kohn-Sham gap (hartree) = 0.3366
- charge = 0

Structure (XYZ):
```
8
C4HNO2 ωB97M-V with the def2-TZVPD basis set
O -0.1581 1.4767 -2.4689
O 1.1668 -0.4903 -1.8321
N -0.2910 -1.1900 3.4261
C -0.8981 0.2560 1.0035
C 0.0325 0.5673 -1.6126
C -0.6262 0.5596 -0.1497
C -0.5121 -0.2695 2.3295
H 1.2862 -0.9099 -0.6959
```

Results of the Löwdin charge analysis, in e, for atoms 1 through 6: atom 1 (O): 0.075, atom 2 (O): -0.085, atom 3 (N): 0.097, atom 4 (C): -0.058, atom 5 (C): -0.289, atom 6 (C): 0.096

These records have energy above the lowest of the compared OMol25 structures with the same formula, charge and spin values of 6.4, 5.3, 54.1, 3.7, 136.9 kcal/mol, in the order they appear.